Formula: CH3N3O
Source: the Open Molecules 2025 dataset
Level of theory: ωB97M-V/def2-TZVPD

```
8
CH3N3O ωB97M-V/def2-TZVPD
C -0.8026 0.3069 0.2466
N 0.8985 -2.3042 -0.9660
N 0.5470 -1.7225 -0.1038
N 0.2882 0.9691 0.0870
O 1.3137 0.7701 -0.5992
H -1.4270 0.6804 1.0229
H -1.1345 -0.5173 -0.3514
H 0.3166 1.8177 0.6638
```

Highest occupied orbital energy (alpha / beta) = -9.14 / -9.14 eV
SMILES string = C=[NH+][O-].N#N
Kohn-Sham gap (alpha / beta) = 10.1 / 10.1 eV
ΔE to the lowest compared entry with this formula, charge and spin = 2.354 eV
LUMO (alpha / beta) = 0.0342 / 0.0342 hartree
Energy = -279.34073 Ha


Formula: C9H10N3O3S
Source: the Open Molecules 2025 dataset
Level of theory: ωB97M-V/def2-TZVPD

```
26
C9H10N3O3S ωB97M-V/def2-TZVPD
C 3.1991 -1.5420 0.0951
C 2.0963 -1.9628 -0.6833
C 3.0969 -0.3058 0.7650
C 0.9899 -1.1559 -0.8443
C 1.8984 0.4760 0.6116
C 0.8695 0.0031 -0.1292
C 1.6892 1.7828 1.0465
C 0.4382 2.0343 0.6829
C -1.3390 1.1283 -0.7141
N -2.1646 2.1531 -0.9054
N -3.5216 -1.5370 0.1072
N -0.0792 1.0655 -0.1669
O -1.8538 -0.0336 -0.9939
O -2.4750 0.0066 1.5981
O -1.0850 -1.8609 0.7520
S -2.1276 -0.9328 0.5975
H 4.0772 -2.1263 0.2839
H 2.1091 -2.9425 -1.2086
H 3.9926 -0.0248 1.2506
H 0.2278 -1.5233 -1.4522
H 2.2233 2.3858 1.7241
H -0.1376 2.8779 0.9374
H -1.9485 3.1322 -0.8378
H -3.1652 1.7897 -1.2649
H -4.4265 -1.6797 0.5045
H -3.2058 -2.2773 -0.5461
```

Highest occupied orbital energy = -11.77 eV
SMILES string = N/C(OS(N)(=O)=O)=[N+]1\C=Cc2ccccc21
Total charge = +1
Kohn-Sham gap = 7.4 eV
ΔE to the lowest compared entry with this formula, charge and spin = 0.335 eV
LUMO = -0.1613 hartree
Energy = -1136.82381 Ha


Formula: C32H45Br2N3O7SSiTc
Source: the Open Molecules 2025 dataset
Level of theory: ωB97M-V/def2-TZVPD

```
92
C32H45Br2N3O7SSiTc ωB97M-V/def2-TZVPD
Tc 1.9570 0.9841 -0.3217
O 3.5879 3.1010 5.2488
C 2.6864 2.1447 5.2227
O 2.2239 1.6694 6.2357
C 2.2295 1.6256 3.9031
C 1.4046 0.5268 3.8226
N 1.1571 0.2705 2.5286
N 1.8103 1.1471 1.7081
C 2.4687 2.0228 2.5456
C 3.2983 3.0875 2.0543
O 4.1040 3.6925 2.7732
O 3.2576 3.4400 0.7461
H 3.9102 3.3819 4.3394
H 0.9857 -0.0601 4.6131
H 0.6443 -0.5065 2.1419
Br 4.5237 -0.4413 1.7205
C 4.9715 0.5086 0.1357
C 6.3019 0.6307 -0.1793
C 6.6482 1.2114 -1.4073
C 5.6238 1.4929 -2.2877
C 4.3085 1.3382 -1.8819
N 3.9637 0.9442 -0.6180
C 3.1650 1.3742 -2.8343
O 3.3031 1.6222 -4.0187
O 2.0467 1.0625 -2.2546
H 7.0524 0.2639 0.5006
H 7.6847 1.3733 -1.6578
H 5.7924 1.8162 -3.3016
C -2.6523 0.3584 -3.2522
C -3.5192 1.2345 -2.3411
C -3.2644 2.6824 -2.7773
C -4.9957 0.9034 -2.5924
Si -3.0963 0.9773 -0.4478
Br -0.6109 0.7912 -0.4325
C -3.4689 2.4961 0.7204
C -4.9327 2.9217 0.5536
C -3.2219 2.1527 2.1939
C -2.5655 3.6930 0.4037
C -3.5617 -0.7798 0.2996
C -3.3884 -1.8913 -0.7422
C -5.0208 -0.7749 0.7698
C -2.6689 -1.1676 1.4853
H -2.9296 0.5397 -4.2889
H -2.7781 -0.6988 -3.0544
H -1.6031 0.6123 -3.1408
H -3.4251 2.7662 -3.8507
H -2.2377 2.9722 -2.5725
H -3.9387 3.3808 -2.2916
H -5.2421 1.0991 -3.6337
H -5.6526 1.5082 -1.9737
H -5.2093 -0.1422 -2.3932
H -5.6156 2.1059 0.7729
H -5.1316 3.2688 -0.4558
H -5.1562 3.7397 1.2344
H -3.8972 1.3839 2.5552
H -3.3859 3.0418 2.7998
H -2.1948 1.8318 2.3448
H -2.7418 4.0921 -0.5873
H -1.5183 3.4185 0.4875
H -2.7634 4.4861 1.1218
H -4.0959 -1.7961 -1.5594
H -3.5565 -2.8582 -0.2709
H -2.3789 -1.8813 -1.1434
H -5.6991 -0.5047 -0.0344
H -5.1678 -0.0785 1.5894
H -5.2954 -1.7666 1.1236
H -1.6366 -1.2570 1.1620
H -2.9897 -2.1337 1.8710
H -2.7172 -0.4489 2.2933
C 2.2286 -7.5906 0.5293
C 2.1927 -6.1260 0.2208
C 1.1623 -5.3153 0.6814
C 1.1309 -3.9622 0.3849
C 2.1390 -3.4175 -0.3866
C 3.1847 -4.2022 -0.8367
C 3.2074 -5.5497 -0.5383
S 2.1182 -1.6776 -0.9152
C 0.8806 -1.9892 -2.2427
O 3.4029 -1.4922 -1.5830
H 1.4566 -7.8597 1.2449
H 3.1992 -7.8670 0.9373
H 2.0750 -8.1711 -0.3799
H 0.3719 -5.7453 1.2780
H 0.3177 -3.3452 0.7422
H 3.9638 -3.7438 -1.4283
H 4.0165 -6.1685 -0.8965
H 1.2159 -2.8248 -2.8465
H 0.8287 -1.0880 -2.8453
H -0.0778 -2.2072 -1.7842
C 2.1507 3.1247 -0.0694
H 1.2574 3.6257 0.3369
H 2.3900 3.5937 -1.0304
```

Highest occupied orbital energy (alpha / beta) = -6.90 / -6.65 eV
Kohn-Sham gap (alpha / beta) = 6.8 / 6.3 eV
<S²> = 0.757
Spin multiplicity = 2
LUMO (alpha / beta) = -0.0052 / -0.0122 hartree
Energy = -7853.86502 Ha


Formula: C17H24N4OSiZn
Source: the Open Molecules 2025 dataset
Level of theory: ωB97M-V/def2-TZVPD

```
48
C17H24N4OSiZn ωB97M-V/def2-TZVPD
Zn -0.3251 -1.0820 -0.3191
C -1.0398 0.5295 -0.8045
C -2.4203 0.6150 -1.2906
C -3.4981 0.2881 -0.4491
C -4.8061 0.4766 -0.8819
C -5.0642 0.9994 -2.1582
C -3.9934 1.3132 -3.0078
C -2.6880 1.1196 -2.5806
C -6.4082 1.2313 -2.5883
N -7.4941 1.4294 -2.9400
H -0.9163 1.1335 0.1992
H -0.3421 0.6198 -1.6502
H -3.3139 -0.0986 0.5486
H -5.6276 0.2294 -0.2153
H -4.1754 1.7265 -3.9963
H -1.8740 1.3963 -3.2441
C 2.1122 2.1254 2.4276
Si 0.7659 1.1283 1.6042
C -0.4024 2.3560 0.6958
C -0.2737 0.3468 2.9841
N 1.2193 -0.1362 0.4579
C 2.4831 -0.5036 0.0719
C 3.7003 0.0505 0.5291
C 4.9461 -0.3887 0.0744
C 5.0403 -1.4053 -0.8646
C 3.8719 -1.9814 -1.3493
C 2.6307 -1.5413 -0.8929
H 1.6715 2.8649 3.1037
H 2.7154 2.6754 1.6981
H 2.7730 1.4938 3.0274
H -0.7665 3.1172 1.4031
H -1.3125 1.8382 0.2402
H 0.1334 2.8610 -0.1110
H -0.6355 1.1272 3.6756
H 0.3267 -0.3700 3.5555
H -1.1374 -0.1773 2.5655
H 3.7043 0.8468 1.2604
H 5.8447 0.0774 0.4657
H 6.0093 -1.7433 -1.2158
H 3.9146 -2.7765 -2.0861
H 1.7469 -2.0060 -1.2909
O -1.1238 -1.0276 1.1206
N 1.0030 -4.0808 0.0827
N 0.3902 -2.7928 0.1798
H 0.7540 -4.6959 0.8554
H 2.0194 -4.0063 0.0843
H 0.4676 -2.3722 1.1229
H -0.6053 -2.8307 -0.0976
```

Highest occupied orbital energy = 0.86 eV
Total charge = -2
Kohn-Sham gap = 4.0 eV
ΔE to the lowest compared entry with this formula, charge and spin = 10.739 eV
LUMO = 0.1784 hartree
Energy = -3024.91139 Ha


Formula: C5H15N3
Source: the Open Molecules 2025 dataset
Level of theory: ωB97M-V/def2-TZVPD

```
23
C5H15N3 ωB97M-V/def2-TZVPD
C 1.7892 0.3477 -2.4037
C 0.8605 -0.2621 -1.6868
N 0.7073 -1.6824 -1.6709
N 2.0259 1.7561 -2.3158
H 2.4622 -0.2415 -3.0195
H 0.1892 0.2514 -1.0047
H -0.2458 -1.9669 -1.8600
H 0.9567 -2.0632 -0.7673
H 1.4460 2.2328 -2.9961
H 2.9830 2.0013 -2.5113
C -1.9668 -0.2557 2.2043
C -0.6483 0.2216 1.6065
C 0.4260 0.7006 2.5902
N -2.8100 -0.7462 1.0977
H -2.4785 0.5724 2.6937
H -1.7818 -1.0741 2.9074
H -0.8757 1.0516 0.9352
H -0.2892 -0.6121 0.9963
H 0.7322 -0.0897 3.2729
H 0.0215 1.5440 3.1479
H 1.2816 1.0063 1.9922
H -3.7806 -0.8373 1.3645
H -2.5046 -1.6689 0.8291
```

Highest occupied orbital energy = -8.75 eV
SMILES string = N/C=C/N.CCCN
Kohn-Sham gap = 9.8 eV
ΔE to the lowest compared entry with this formula, charge and spin = 1.616 eV
LUMO = 0.0378 hartree
Energy = -363.72771 Ha


Formula: H28HeO14
Source: the Open Molecules 2025 dataset
Level of theory: ωB97M-V/def2-TZVPD

```
43
H28HeO14 ωB97M-V/def2-TZVPD
He -4.5808 -8.0794 -0.6092
O -5.6890 -5.2337 -0.5092
H -5.7845 -5.0446 0.4242
H -6.5832 -5.2158 -0.8504
O -7.1662 -9.2808 -2.2524
H -6.5210 -9.9862 -2.3018
H -6.6800 -8.4933 -2.4967
O -5.3835 -11.2917 -1.9933
H -5.6308 -12.2079 -2.1182
H -5.0962 -11.2428 -1.0816
O -4.9169 -7.9416 -5.3824
H -4.8840 -7.5149 -4.5262
H -4.0010 -8.1168 -5.5986
O -0.9179 -5.7340 0.9651
H -0.1378 -6.2761 0.8478
H -1.6428 -6.3586 0.9894
O -2.9917 -4.3122 -1.0128
H -3.8403 -4.3535 -0.5719
H -2.3517 -4.4540 -0.3152
O -4.0218 -11.3881 0.5647
H -3.5710 -12.2270 0.4692
H -4.7218 -11.5620 1.1939
O -5.6261 -6.7923 -2.8621
H -5.3453 -6.4761 -2.0034
H -6.1898 -6.0970 -3.2013
O -7.1746 -9.5595 0.6759
H -7.3351 -9.3719 -0.2489
H -7.9199 -9.1695 1.1327
O -2.0630 -6.1094 -3.1539
H -2.4491 -6.9786 -3.0457
H -2.5052 -5.5673 -2.5006
O -4.8425 -5.3296 2.5206
H -4.1156 -4.7071 2.5391
H -4.4329 -6.1709 2.3190
O -2.5329 -9.0099 -2.5120
H -3.1310 -9.6828 -2.8372
H -2.3788 -9.2474 -1.5976
O -1.3383 -10.0246 0.0106
H -0.8975 -9.8501 0.8422
H -2.1979 -10.3633 0.2612
O -3.3846 -7.9678 3.0114
H -2.4453 -8.0810 3.1566
H -3.7510 -8.8460 3.1149
```

Highest occupied orbital energy = -9.89 eV
Kohn-Sham gap = 9.3 eV
ΔE to the lowest compared entry with this formula, charge and spin = 0.708 eV
LUMO = -0.0209 hartree
Energy = -1073.06349 Ha


Formula: C9H14
Source: the Open Molecules 2025 dataset
Level of theory: ωB97M-V/def2-TZVPD

```
23
C9H14 ωB97M-V/def2-TZVPD
C 0.5071 2.2677 -1.1182
C 2.2075 1.5984 0.5760
C 0.8453 1.5325 0.1546
C 2.5248 0.8883 1.7384
C -0.1113 0.6143 0.6694
C 1.5653 -0.0148 2.2372
C 0.2636 -0.2302 1.6702
H 3.0419 1.9804 0.0104
H 3.4018 1.0877 2.3306
H 0.7877 1.5898 -1.9391
H 1.1397 3.1594 -1.1896
H -1.0533 0.5810 0.1438
H 1.7098 -0.5725 3.1614
H -0.5001 -0.9022 2.0386
H -0.4815 2.7337 -1.1264
C -2.5954 -1.6013 -1.0185
C -1.3793 -2.4680 -1.3172
H -2.3748 -0.5448 -1.2431
H -3.4019 -1.8818 -1.6979
H -2.9067 -1.6669 0.0277
H -0.6991 -2.4666 -0.4473
H -0.8813 -2.1583 -2.2365
H -1.6101 -3.5258 -1.4245
```

Highest occupied orbital energy (alpha / beta) = -14.55 / -14.55 eV
Total charge = +1
Kohn-Sham gap (alpha / beta) = 10.1 / 6.3 eV
<S²> = 0.768
Spin multiplicity = 2
ΔE to the lowest compared entry with this formula, charge and spin = 0.715 eV
LUMO (alpha / beta) = -0.1628 / -0.3034 hartree
Energy = -350.98271 Ha


Formula: C33H43N5O2PtS3SeSi
Source: the Open Molecules 2025 dataset
Level of theory: ωB97M-V/def2-TZVPD

```
89
C33H43N5O2PtS3SeSi ωB97M-V/def2-TZVPD
Pt 0.3194 0.4802 0.2326
O 0.1940 -2.5230 3.8233
C 1.3031 -3.2121 3.4887
C 1.6204 -4.3290 4.2641
C 2.7351 -5.0868 3.9720
C 3.5619 -4.7479 2.9028
C 3.2564 -3.6375 2.1428
C 2.1335 -2.8533 2.4150
C 1.8347 -1.6560 1.5879
O 0.7070 -1.0723 1.7659
N 2.7381 -1.2831 0.7222
N 2.3833 -0.0785 0.1194
C 3.3126 0.3131 -0.6792
S 4.6361 -0.7405 -1.1228
C 5.4752 0.4806 -2.1752
C 4.4784 1.5366 -2.6242
S 3.4858 1.9774 -1.1818
H 0.1081 -1.7966 3.1610
H 0.9662 -4.5783 5.0891
H 2.9658 -5.9515 4.5821
H 4.4333 -5.3452 2.6714
H 3.8867 -3.3453 1.3138
H 5.8842 -0.0567 -3.0307
H 6.2940 0.9345 -1.6181
H 3.8178 1.1563 -3.4049
H 4.9774 2.4369 -2.9800
C -4.6190 2.8837 -0.1536
Si -5.2680 1.7753 1.1990
C -6.9378 1.1307 0.6316
C -5.4771 2.7468 2.7848
C -4.1767 0.2754 1.5101
C -4.7907 -0.8207 2.1210
C -4.1300 -2.0215 2.3080
C -2.8284 -2.1059 1.8429
N -2.1994 -1.0739 1.2952
C -2.8328 0.0874 1.1462
S -1.7849 1.3816 0.4635
H -5.3688 3.6447 -0.3883
H -4.4242 2.3049 -1.0584
H -3.6916 3.3854 0.1221
H -7.6031 1.9610 0.3823
H -7.4403 0.5265 1.3886
H -6.8199 0.5121 -0.2612
H -6.1908 3.5641 2.6548
H -4.5245 3.1774 3.1010
H -5.8391 2.1094 3.5940
H -5.8189 -0.7366 2.4583
H -4.6077 -2.8633 2.7898
H -2.2576 -3.0251 1.9186
C 2.4067 4.8887 -3.5015
C 0.9464 5.2902 -3.3481
C 0.5093 5.4589 -1.8888
C 0.0612 4.1590 -1.2231
N -1.0573 3.5412 -1.9347
C -1.0694 2.2740 -2.3824
Se 0.2423 0.9354 -2.0467
N -2.1978 2.0743 -3.0853
C -2.5793 0.8682 -3.8139
C -2.6086 1.0920 -5.3259
C -1.3128 1.6383 -5.9206
C -0.1413 0.6669 -5.8347
C -2.9649 3.2304 -3.0417
C -4.2281 3.5106 -3.5482
C -4.7580 4.7513 -3.2530
C -4.0600 5.6715 -2.4624
C -2.8050 5.3898 -1.9574
C -2.2554 4.1537 -2.2810
H 2.6850 4.7908 -4.5517
H 2.5941 3.9306 -3.0157
H 3.0661 5.6309 -3.0468
H 0.3134 4.5393 -3.8317
H 0.7660 6.2248 -3.8830
H -0.2808 6.2061 -1.8353
H 1.3341 5.8486 -1.2865
H -0.2182 4.3068 -0.1783
H 0.8621 3.4211 -1.2443
H -3.5630 0.5650 -3.4493
H -1.8702 0.0930 -3.5300
H -3.4298 1.7664 -5.5761
H -2.8449 0.1296 -5.7880
H -1.0566 2.5839 -5.4309
H -1.5001 1.8827 -6.9684
H 0.1702 0.4822 -4.8065
H 0.7257 1.0522 -6.3729
H -0.4042 -0.2970 -6.2765
H -4.7867 2.7831 -4.1195
H -5.7408 5.0100 -3.6233
H -4.5212 6.6210 -2.2265
H -2.2996 6.0913 -1.3111
```

Highest occupied orbital energy = -7.17 eV
Kohn-Sham gap = 7.1 eV
ΔE to the lowest compared entry with this formula, charge and spin = 1.058 eV
LUMO = -0.0040 hartree
Energy = -5712.45414 Ha


Formula: C53H43AuBrF3N2O2PSb
Source: the Open Molecules 2025 dataset
Level of theory: ωB97M-V/def2-TZVPD

```
107
C53H43AuBrF3N2O2PSb ωB97M-V/def2-TZVPD
Au 0.1712 -0.9799 -0.9214
C -4.2631 1.4006 -3.1993
C -3.8533 1.4537 -1.7501
C -4.6293 2.2246 -0.8854
C -4.3636 2.2994 0.4709
C -3.2844 1.6116 1.0071
C -2.4757 0.8700 0.1683
C -2.7512 0.7763 -1.1999
P -1.7557 -0.3976 -2.1396
C -1.4599 0.0467 -3.8515
C -1.7423 -0.9028 -4.8371
C -1.4990 -0.6153 -6.1688
C -0.9721 0.6208 -6.5135
C -0.6835 1.5577 -5.5320
C -0.9138 1.2950 -4.1867
C -0.6067 2.3483 -3.1577
C -2.6301 -1.9790 -2.0596
C -4.0056 -2.1314 -2.1205
C -4.5589 -3.3900 -1.9064
C -3.7384 -4.4707 -1.6238
C -2.3568 -4.3116 -1.5517
C -1.7994 -3.0641 -1.7752
C -0.3269 -2.8151 -1.7528
H -5.3483 1.4532 -3.2776
H -3.9350 0.5028 -3.7160
H -3.8578 2.2542 -3.7478
H -5.4822 2.7551 -1.2903
H -5.0063 2.8889 1.1113
H -3.0747 1.6515 2.0678
H -1.6411 0.3260 0.5968
H -2.1713 -1.8600 -4.5670
H -1.7249 -1.3485 -6.9306
H -0.7819 0.8574 -7.5518
H -0.2676 2.5170 -5.8138
H 0.1569 3.0311 -3.5278
H -0.2432 1.9233 -2.2214
H -1.4944 2.9406 -2.9227
H -4.6520 -1.2819 -2.3013
H -5.6322 -3.5170 -1.9403
H -4.1733 -5.4449 -1.4455
H -1.7244 -5.1613 -1.3253
H 0.0721 -2.6683 -2.7609
H 0.2453 -3.5847 -1.2454
C 3.3540 -1.2962 -2.8795
O 2.5905 -0.5853 -1.9016
C 3.1807 0.4772 -1.2784
C 4.5251 0.7816 -1.4012
C 5.0440 1.8962 -0.7507
Br 6.8798 2.2790 -0.9074
C 4.2319 2.7160 -0.0016
C 2.8785 2.4061 0.1340
C 2.3484 1.2735 -0.4848
O 1.0221 0.9664 -0.3177
C 1.9668 3.2502 0.8963
N 0.6635 3.0549 0.8670
C 0.0980 4.0385 1.6700
C -1.2323 4.3328 1.9593
C -1.4780 5.3987 2.7989
C -0.4336 6.1674 3.3384
C 0.8874 5.9001 3.0434
C 1.1268 4.8239 2.1970
N 2.3020 4.2976 1.6789
H 4.1765 -1.8379 -2.4113
H 3.7361 -0.6123 -3.6378
H 2.6703 -2.0039 -3.3393
H 5.1795 0.1683 -2.0012
H 4.6506 3.5954 0.4671
H 0.5592 1.8413 0.1863
H -2.0362 3.7560 1.5255
H -2.4982 5.6598 3.0445
H -0.6722 6.9952 3.9913
H 1.6904 6.5026 3.4451
H 3.2352 4.6169 1.8762
F -4.1045 -2.1483 4.6960
C -2.9679 -2.0900 4.0011
C -3.0045 -2.3462 2.6433
C -1.8193 -2.2704 1.9287
C -0.6230 -1.9413 2.5642
C -0.6188 -1.7079 3.9393
C -1.7952 -1.7759 4.6667
Sb 1.1529 -1.9219 1.4261
C 2.1311 -3.7011 1.9534
C 1.7474 -4.8936 1.3417
C 2.3169 -6.0940 1.7288
C 3.2711 -6.0747 2.7313
F 3.8242 -7.2258 3.1083
C 3.6691 -4.9076 3.3572
C 3.0910 -3.7118 2.9618
C 2.2942 -0.3784 2.2858
C 1.6575 0.6794 2.9308
C 2.3855 1.7723 3.3764
C 3.7482 1.7907 3.1470
F 4.4472 2.8648 3.5321
C 4.4144 0.7550 2.5170
C 3.6736 -0.3322 2.0814
H -3.9429 -2.5989 2.1688
H -1.8471 -2.4726 0.8633
H 0.3034 -1.4768 4.4593
H -1.8167 -1.6002 5.7334
H 0.9909 -4.9022 0.5650
H 2.0367 -7.0346 1.2757
H 4.4140 -4.9476 4.1398
H 3.3899 -2.7959 3.4560
H 0.5853 0.6692 3.0869
H 1.9128 2.6024 3.8843
H 5.4836 0.8152 2.3666
H 4.1868 -1.1407 1.5724
```

Highest occupied orbital energy = -12.96 eV
Total charge = +2
Kohn-Sham gap = 6.5 eV
ΔE to the lowest compared entry with this formula, charge and spin = 0.850 eV
LUMO = -0.2376 hartree
Energy = -5895.88419 Ha


Formula: C5H7FN2
Source: the Open Molecules 2025 dataset
Level of theory: ωB97M-V/def2-TZVPD

```
15
C5H7FN2 ωB97M-V/def2-TZVPD
C -1.5510 -0.5890 0.6112
C -0.4685 0.3442 0.2481
C -0.4197 0.5207 -1.2028
C 0.8183 0.3412 -1.6968
C 0.9746 -0.0750 0.6032
H -1.4446 -1.5934 0.1574
H -1.5068 -0.6895 1.6811
H -2.5198 -0.0836 0.2840
H -1.2254 0.8744 -1.7822
H 1.2485 0.3879 -2.7015
H 2.5966 -0.2996 -0.6426
H 0.9560 -0.1483 2.4974
N 1.6223 -0.1902 -0.6517
N 1.5671 -0.3780 1.6959
F -0.6477 1.5783 0.8991
```

Highest occupied orbital energy = -8.55 eV
SMILES string = [H]/N=C1/NC=C[C@]1(C)F
Kohn-Sham gap = 9.5 eV
ΔE to the lowest compared entry with this formula, charge and spin = 0.919 eV
LUMO = 0.0355 hartree
Energy = -404.07307 Ha